This record from the Open Molecules 2025 dataset describes a 11-piece molecular cluster, C38H88Br14O16P4 overall in a non-equilibrium geometry. The level of theory is ωB97M-V/def2-TZVPD.

Structure (XYZ):
```
160
Properties=species:S:1:pos:R:3:mulliken_charge:R:1
C 16.222 14.251 18.326 -1.05
C 15.714 13.560 17.075 0.14
O 14.937 14.492 16.368 -0.28
P 15.063 14.619 14.791 0.10
O 16.451 14.516 14.323 0.26
O 14.303 15.965 14.468 -0.25
C 14.228 17.122 15.306 -0.53
C 15.260 18.150 14.862 -0.27
O 14.072 13.627 14.183 -0.30
C 14.461 12.312 13.590 -0.13
C 13.493 11.956 12.487 -0.86
H 16.948 15.043 18.134 -0.07
H 15.427 14.677 18.968 0.33
H 16.778 13.579 18.992 0.44
H 16.518 13.229 16.452 -0.02
H 15.073 12.734 17.281 0.28
H 13.241 17.544 15.123 0.34
H 14.353 16.841 16.371 0.29
H 16.247 17.739 15.098 -0.22
H 15.205 18.311 13.803 0.19
H 15.035 19.043 15.468 0.42
H 15.495 12.442 13.276 0.19
H 14.386 11.617 14.417 0.29
H 12.499 11.645 12.938 0.29
H 13.291 12.811 11.820 0.03
H 13.883 11.078 11.893 0.32
C 28.790 13.351 13.562 -1.17
C 27.753 14.005 12.628 0.18
O 27.628 13.241 11.502 -0.20
P 27.481 13.817 10.027 0.37
O 28.651 14.569 9.629 -0.81
O 27.048 12.612 9.195 -0.28
C 25.906 11.776 9.559 0.38
C 25.487 11.036 8.331 -1.43
O 26.129 14.706 10.167 0.26
C 26.168 16.109 9.779 -0.10
C 25.535 16.189 8.446 -0.94
H 28.902 13.880 14.512 0.16
H 28.437 12.331 13.734 0.32
H 29.698 13.325 12.930 0.34
H 26.779 14.143 13.081 0.00
H 28.121 14.943 12.352 0.46
H 26.171 11.088 10.373 0.16
H 25.080 12.434 9.967 0.10
H 26.311 10.408 7.952 0.31
H 24.617 10.499 8.599 0.44
H 25.182 11.736 7.507 0.30
H 25.543 16.614 10.560 -0.19
H 27.134 16.482 9.828 0.51
H 25.979 15.299 7.946 0.23
H 24.430 16.081 8.483 0.22
H 25.819 17.144 7.962 0.35
C 25.349 11.417 18.938 -1.36
C 23.989 11.967 18.586 0.40
O 23.719 11.789 17.183 -0.30
P 23.120 12.998 16.344 0.12
O 23.686 14.307 16.629 -0.15
O 23.202 12.291 14.932 -0.07
C 24.476 12.044 14.278 -0.08
C 24.225 10.840 13.342 -0.91
O 21.548 13.195 16.472 -0.01
C 20.626 12.122 16.210 -0.46
C 19.471 12.650 15.355 -0.85
H 25.465 10.332 18.989 0.37
H 26.192 11.787 18.345 0.31
H 25.587 11.715 19.989 0.36
H 23.200 11.480 19.314 0.18
H 23.948 13.107 18.712 -0.11
H 24.807 12.982 13.859 0.12
H 25.026 11.757 15.157 0.45
H 24.958 10.787 12.527 0.04
H 24.214 9.998 14.041 0.34
H 23.226 10.956 12.882 0.21
H 21.141 11.260 15.782 0.29
H 20.178 11.645 17.118 0.26
H 19.810 13.127 14.451 0.08
H 18.778 11.941 15.076 0.69
H 18.929 13.361 15.946 0.07
C 17.163 19.971 11.839 -0.96
C 18.365 20.870 12.042 -0.40
O 19.330 20.357 13.006 0.59
P 20.781 20.744 12.803 -0.94
O 21.659 19.972 13.724 0.29
O 21.167 20.367 11.332 0.03
C 22.478 20.782 10.769 0.33
C 22.404 20.411 9.328 -1.43
O 20.902 22.305 12.905 -0.34
C 21.794 22.896 13.907 0.28
C 22.664 23.975 13.284 -1.26
H 17.575 19.005 11.546 0.08
H 16.525 19.898 12.673 0.19
H 16.629 20.373 10.980 0.45
H 18.929 20.820 11.083 0.29
H 18.131 21.879 12.219 0.36
H 22.476 21.885 10.926 0.13
H 23.255 20.264 11.345 -0.02
H 21.562 20.844 8.815 0.33
H 23.369 20.583 8.812 0.39
H 22.344 19.332 9.239 0.32
H 21.200 23.244 14.760 0.23
H 22.341 22.031 14.320 -0.10
H 23.461 23.503 12.759 0.32
H 21.976 24.585 12.637 0.25
H 23.075 24.688 13.995 0.43
Br 28.851 15.289 17.269 -0.19
C 27.109 16.191 17.087 -0.24
C 26.605 16.661 18.406 -0.24
Br 26.209 15.363 19.736 -0.15
H 26.460 15.456 16.636 0.07
H 27.253 16.994 16.393 0.32
H 25.642 17.159 18.315 -0.11
H 27.204 17.440 18.819 0.54
Br 25.599 20.253 17.167 -0.17
C 24.570 19.126 15.853 0.05
C 24.818 19.473 14.368 0.44
Br 26.420 18.645 13.612 -0.22
H 23.499 19.388 16.050 -0.21
H 24.735 18.074 16.131 0.20
H 24.935 20.544 14.198 0.54
H 24.038 19.062 13.721 -0.74
Br 21.082 14.808 20.722 -0.23
C 21.926 16.324 19.797 -0.56
C 20.940 17.072 18.899 -0.39
Br 21.864 18.586 18.193 -0.09
H 22.697 15.829 19.276 0.06
H 22.277 17.004 20.558 0.50
H 20.108 17.426 19.474 0.42
H 20.568 16.464 18.136 0.30
Br 18.848 21.929 16.394 -0.16
C 18.410 20.107 16.608 0.26
C 17.650 19.794 17.906 -0.71
Br 17.364 17.892 18.110 -0.16
H 19.332 19.576 16.683 -0.16
H 17.998 19.609 15.731 0.00
H 16.699 20.245 17.899 0.48
H 18.242 20.192 18.733 0.48
Br 19.145 16.886 13.912 0.00
C 20.771 16.565 13.014 -0.18
C 21.962 16.565 14.020 -0.14
Br 23.510 16.652 12.827 0.08
H 20.967 17.335 12.319 0.28
H 20.674 15.569 12.505 -0.15
H 22.106 15.762 14.746 0.51
H 21.969 17.513 14.585 -0.04
Br 14.010 15.031 10.688 -0.20
C 15.726 15.553 9.868 -0.48
C 16.681 15.707 10.955 0.02
Br 18.393 16.328 10.209 -0.20
H 15.637 16.489 9.298 0.43
H 16.048 14.797 9.167 0.36
H 16.852 14.722 11.381 0.01
H 16.399 16.378 11.771 0.05
Br 22.065 13.267 10.892 -0.14
C 20.534 12.468 9.971 -0.77
C 19.311 12.721 10.819 0.06
Br 17.788 12.088 9.866 -0.16
H 20.764 11.430 9.728 0.45
H 20.421 13.022 9.067 0.43
H 19.256 13.796 10.965 -0.28
H 19.383 12.278 11.757 0.34
```

Values from the calculation:
HOMO energy = -9.58 eV
Kohn-Sham gap = 9.77 eV
maximum force = 0.087 Eh/bohr
lowest unoccupied orbital energy = 0.19 eV
SMILES string = CCOP(=O)(OCC)OCC.CCOP(=O)(OCC)OCC.CCOP(=O)(OCC)OCC.CCOP(=O)(OCC)OCC.BrCCBr.BrCCBr.BrCCBr.BrCCBr.BrCCBr.BrCCBr.BrCCBr

This record from the Open Molecules 2025 dataset describes an isolated ion of composition C8H11N2 and charge +1 in a non-equilibrium geometry. The level of theory is ωB97M-V/def2-TZVPD.

Structure (XYZ):
```
21
Properties=species:S:1:pos:R:3:mulliken_charge:R:1
C -3.130 -0.414 -2.257 -0.64
C -3.134 0.526 -1.497 0.19
C -1.394 1.369 -0.215 -0.54
C 0.675 -0.676 2.121 -0.53
C 2.117 -1.177 2.191 -0.29
C 1.592 -0.447 -0.499 -0.16
C 0.884 0.895 -0.859 -0.89
C 1.466 -0.797 0.929 0.22
N -0.526 0.818 -0.971 0.10
N -2.624 1.372 -0.521 0.03
H -3.322 -1.109 -3.048 0.39
H -0.113 -1.251 2.592 0.30
H 0.316 0.375 2.134 0.28
H 2.812 -0.592 2.707 0.31
H 2.125 -2.306 2.416 0.27
H 1.247 -1.291 -1.149 0.38
H 2.701 -0.241 -0.516 0.26
H 1.157 1.758 -0.089 0.41
H 1.168 1.293 -1.853 0.41
H -0.764 0.142 -1.769 0.21
H -3.254 1.753 0.152 0.30
```

Values from the calculation:
charge = +1
HOMO energy = -11.74 eV
Kohn-Sham gap = 5.21 eV
maximum force = 0.098 Eh/bohr
lowest unoccupied orbital energy = -6.53 eV
energy above the lowest of the compared OMol25 structures with the same formula, charge and spin = 760.3 kJ/mol

This record from the Open Molecules 2025 dataset describes C21H47O2P3Tc as an isolated structure in a non-equilibrium geometry. The level of theory is ωB97M-V/def2-TZVPD.

Structure (XYZ):
```
74
Properties=species:S:1:pos:R:3:mulliken_spin:R:1
Tc -0.249 -0.363 -2.196 0.87
P 0.399 -2.466 -2.580 0.00
P 1.986 -0.124 -0.305 -0.05
P -2.237 0.033 -1.247 -0.12
H 2.519 3.464 -1.945 0.00
C 1.513 3.700 -2.261 0.00
C 0.460 3.837 -1.422 0.00
H 0.469 3.643 -0.377 0.00
C 1.746 -2.246 -3.855 0.01
C 0.982 -3.790 -1.406 0.01
C -1.014 -3.132 -3.469 0.02
C 2.315 1.410 0.624 0.00
C 2.096 -1.403 0.953 0.04
C 3.498 -0.254 -1.316 -0.01
C -2.591 1.595 -0.212 0.01
C -2.977 -1.344 -0.270 0.05
C -3.450 0.315 -2.635 0.02
H 1.458 3.741 -3.317 0.00
H -0.541 4.003 -1.826 0.00
H 1.358 -2.746 -4.759 0.00
H 2.661 -2.749 -3.498 0.00
H 2.000 -1.192 -4.066 0.00
H 0.867 -4.777 -1.886 0.00
H 0.393 -3.780 -0.472 -0.01
H 2.044 -3.648 -1.126 0.00
H -0.739 -4.061 -3.959 0.00
H -1.369 -2.429 -4.220 0.00
H -1.857 -3.289 -2.798 0.00
H 3.364 1.425 0.984 0.00
H 1.622 1.422 1.483 0.00
H 2.080 2.282 -0.028 0.00
H 3.101 -1.820 1.118 0.00
H 1.436 -2.237 0.718 -0.01
H 1.759 -1.037 1.924 0.00
H 4.374 0.099 -0.743 0.00
H 3.367 0.371 -2.204 0.00
H 3.676 -1.286 -1.641 0.00
H -3.701 1.561 -0.079 0.00
H -2.301 2.468 -0.850 0.00
H -2.030 1.530 0.764 -0.01
H -4.004 -1.405 -0.665 0.00
H -2.946 -1.073 0.803 0.01
H -2.390 -2.258 -0.485 -0.01
H -4.425 0.509 -2.124 0.00
H -3.453 -0.609 -3.250 0.00
H -3.109 1.188 -3.239 0.00
C -0.602 0.786 -5.181 -0.07
C 0.216 0.169 -6.159 0.24
C 0.214 0.728 -7.405 0.24
C -0.574 1.895 -7.683 0.02
C -1.314 2.516 -6.642 0.24
C -1.334 1.991 -5.378 0.27
O -0.488 0.299 -3.979 0.11
H 0.439 0.518 -0.862 0.02
H 0.915 -0.616 -5.864 0.07
H 0.884 0.339 -8.197 0.00
H -0.611 2.325 -8.730 0.01
H -1.771 3.490 -6.826 0.00
H -1.740 2.506 -4.494 0.03
C -0.225 -2.878 3.524 0.10
C -1.181 -2.315 2.486 0.01
O -0.777 -1.041 1.951 0.66
C -0.699 0.038 2.898 0.00
C -2.048 0.445 3.462 0.12
H 0.814 -2.866 3.167 0.00
H -0.514 -3.913 3.739 0.00
H -0.286 -2.313 4.466 0.00
H -1.224 -2.988 1.610 0.00
H -2.199 -2.215 2.915 0.06
H -0.001 -0.223 3.715 0.04
H -0.246 0.880 2.346 0.01
H -2.439 -0.340 4.123 0.00
H -1.920 1.363 4.049 0.00
H -2.761 0.648 2.652 0.00
```

Values from the calculation:
charge = +4
HOMO energy (alpha / beta) = -19.55 / -19.59 eV
Kohn-Sham gap (alpha / beta) = 7.12 / 3.50 eV
spin multiplicity = 4
maximum force = 0.100 Eh/bohr
lowest unoccupied orbital energy (alpha / beta) = -12.42 / -16.10 eV

This record from the Open Molecules 2025 dataset describes an isolated molecule of C5H7N3O3S in a non-equilibrium geometry. The level of theory is ωB97M-V/def2-TZVPD.

Structure (XYZ):
```
19
Properties=species:S:1:pos:R:3:mulliken_charge:R:1
C 1.823 1.492 -0.851 0.33
C -0.360 -0.658 1.217 -0.80
C -1.668 -0.969 0.414 -0.45
C -1.689 0.335 -1.552 -0.67
C 1.122 1.006 0.209 0.46
N 2.439 2.105 -1.626 -0.47
N 0.719 -0.295 0.371 -0.06
N 1.280 -1.286 -0.366 1.15
O 0.824 -2.398 -0.234 -0.67
O 2.067 -0.842 -1.150 -0.65
O -2.145 0.008 -0.403 -0.34
S 0.955 2.004 1.674 -0.32
H -0.468 0.236 1.865 0.23
H -0.048 -1.506 1.633 0.47
H -1.537 -1.947 -0.119 0.46
H -2.349 -0.999 1.169 0.35
H -2.092 1.121 -2.112 0.34
H -0.966 -0.226 -2.058 0.43
H 2.092 2.819 1.918 0.21
```

Values from the calculation:
HOMO energy (alpha / beta) = -8.48 / -7.16 eV
Kohn-Sham gap (alpha / beta) = 8.55 / 5.40 eV
maximum force = 0.092 Eh/bohr
lowest unoccupied orbital energy (alpha / beta) = 0.07 / -1.76 eV
energy above the lowest of the compared OMol25 structures with the same formula, charge and spin = 830.7 kJ/mol